Record 1
A cluster of 7 separate species, C28H41B2F18O15 in total in a non-equilibrium geometry. Source: OMol25; level of theory: ωB97M-V/def2-TZVPD.

Frontier orbital gap in Eh: 0.14388
2S+1: 1
Total charge: -1

Last column: Löwdin charge in e.
Geometry (Å):
C: 2.149 0.150 1.203  -0.1826
C: 0.830 -0.853 1.428  -0.1741
B: -0.121 -0.854 0.086  -0.4717
O: 0.145 0.125 -1.023  -0.0780
C: -1.438 -1.847 -0.157  -0.1934
C: -2.649 -1.524 0.898  -0.2506
B: -3.472 -0.130 0.616  -0.4781
O: -2.910 1.155 0.159  0.0351
O: -4.950 -0.152 0.898  -0.0257
H: 1.785 1.177 0.720  0.0790
H: 2.626 0.459 2.252  0.0524
H: 2.935 -0.415 0.508  0.0832
H: 1.267 -1.910 1.703  0.0990
H: 0.266 -0.408 2.380  0.1083
H: 0.795 -0.364 -1.631  0.1109
H: -1.039 -2.926 0.162  0.0116
H: -3.430 -2.421 0.802  0.0818
H: -2.323 -1.525 2.036  0.0836
H: -3.523 1.855 0.581  0.1209
H: -4.997 -0.746 1.728  0.1043
C: -6.110 -3.478 -1.144  -0.0568
C: -6.477 -4.716 -0.345  -0.2082
O: -6.121 -5.913 -1.057  0.0062
C: -4.789 -6.232 -1.063  -0.3223
O: -3.921 -5.560 -0.507  0.1378
C: -4.543 -7.535 -1.820  -0.4722
F: -5.153 -7.559 -3.039  0.1380
F: -5.010 -8.620 -1.139  0.1338
F: -3.221 -7.773 -2.054  0.1413
H: -6.568 -3.514 -2.137  0.0826
H: -6.441 -2.573 -0.630  0.0812
H: -5.028 -3.407 -1.298  0.0787
H: -7.563 -4.744 -0.199  0.1221
H: -6.019 -4.710 0.651  0.1227
C: -1.661 1.076 -3.518  -0.0548
C: -2.975 1.649 -3.016  -0.1959
O: -3.480 2.646 -3.919  0.0013
C: -4.052 2.175 -5.072  -0.3325
O: -4.143 0.981 -5.353  0.1394
C: -4.578 3.323 -5.929  -0.4670
F: -3.660 4.318 -6.098  0.1256
F: -5.680 3.911 -5.380  0.1367
F: -4.943 2.928 -7.182  0.1373
H: -0.935 1.877 -3.691  0.0820
H: -1.247 0.368 -2.798  0.0602
H: -1.790 0.557 -4.474  0.0724
H: -2.808 2.147 -2.054  0.1122
H: -3.724 0.867 -2.847  0.1329
C: -3.187 -7.848 2.915  -0.0630
C: -2.715 -6.425 2.673  -0.1990
O: -2.694 -5.674 3.898  0.0165
C: -1.655 -5.944 4.749  -0.3242
O: -0.775 -6.771 4.515  0.1358
C: -1.725 -5.063 5.994  -0.4725
F: -2.962 -5.061 6.568  0.1350
F: -1.431 -3.760 5.718  0.1456
F: -0.856 -5.450 6.970  0.1346
H: -4.163 -7.848 3.411  0.0815
H: -3.264 -8.396 1.974  0.0778
H: -2.500 -8.392 3.572  0.0726
H: -3.418 -5.920 2.002  0.1105
H: -1.732 -6.398 2.188  0.1362
C: -3.688 7.298 -4.759  -0.0602
C: -2.485 6.496 -4.296  -0.2075
O: -1.424 7.362 -3.864  0.0142
C: -1.589 7.946 -2.636  -0.3249
O: -2.572 7.765 -1.919  0.1408
C: -0.385 8.812 -2.276  -0.4727
F: -0.029 9.663 -3.281  0.1363
F: 0.721 8.065 -2.000  0.1435
F: -0.600 9.593 -1.179  0.1369
H: -3.397 8.008 -5.540  0.0844
H: -4.468 6.640 -5.149  0.0693
H: -4.115 7.888 -3.941  0.0755
H: -2.096 5.909 -5.136  0.1176
H: -2.750 5.785 -3.504  0.1305
C: 4.776 5.496 5.295  -0.0677
C: 4.705 4.043 5.729  -0.2090
O: 4.577 3.172 4.594  0.0157
C: 5.718 2.966 3.865  -0.3204
O: 6.804 3.479 4.133  0.1323
C: 5.463 2.002 2.710  -0.4659
F: 4.359 2.334 1.981  0.1395
F: 5.263 0.724 3.142  0.1401
F: 6.497 1.946 1.824  0.1293
H: 3.909 5.754 4.679  0.0860
H: 4.807 6.159 6.163  0.0806
H: 5.665 5.689 4.686  0.0745
H: 3.812 3.893 6.348  0.1270
H: 5.570 3.756 6.340  0.1260
C: 8.976 1.036 0.375  -0.0726
C: 8.905 -0.417 0.809  -0.2015
O: 8.777 -1.288 -0.326  0.0167
C: 9.918 -1.494 -1.055  -0.3252
O: 11.004 -0.981 -0.787  0.1346
C: 9.663 -2.458 -2.210  -0.4725
F: 8.559 -2.126 -2.939  0.1425
F: 9.463 -3.736 -1.778  0.1421
F: 10.697 -2.514 -3.096  0.1373
H: 8.109 1.294 -0.241  0.0840
H: 9.007 1.699 1.243  0.0784
H: 9.865 1.229 -0.234  0.0752
H: 8.012 -0.567 1.428  0.1237
H: 9.770 -0.704 1.420  0.1275



Record 2
A structure of composition C28H41F4N5O6S2 in a non-equilibrium geometry. Source: OMol25; level of theory: ωB97M-V/def2-TZVPD.

Frontier orbital gap in Eh: 0.29126
2S+1: 1

Last column: Löwdin charge in e.
Geometry (Å):
C: 4.516 4.237 1.462  -0.0477
C: 5.060 2.924 0.796  -0.3850
O: 5.050 3.049 -0.638  -0.0572
C: 4.023 1.801 1.131  -0.2071
N: 4.469 0.463 0.647  -0.0402
C: 3.248 -0.176 0.058  -0.2018
C: 3.459 -1.675 -0.205  -0.1365
O: 2.308 -2.280 -0.842  -0.0546
C: 1.218 -2.314 0.000  -0.1578
C: 0.160 -1.438 -0.107  0.0315
C: 0.080 -0.367 -1.194  -0.3475
F: -1.155 -0.515 -1.806  0.0797
F: 1.000 -0.505 -2.181  0.1106
C: 0.150 1.121 -0.682  -0.2649
F: 0.377 1.236 0.655  0.0717
F: 1.052 1.873 -1.386  0.0684
C: -0.950 -1.578 0.884  -0.0727
C: -2.168 -0.630 0.866  -0.1468
C: -3.310 -1.095 -0.085  -0.1454
C: -3.988 0.052 -0.905  -0.2127
N: -3.844 1.404 -0.318  -0.0629
C: -5.030 1.840 0.447  -0.1496
C: -4.708 2.507 1.793  -0.1274
C: -3.524 2.331 2.519  -0.0306
C: -3.330 2.966 3.759  -0.0964
C: -4.292 3.821 4.315  -0.0833
C: -5.489 4.002 3.584  -0.0264
C: -5.682 3.372 2.353  -0.2709
O: -6.882 3.599 1.662  0.0050
C: -0.936 -2.529 1.874  -0.1183
C: -2.087 -2.689 2.891  -0.1266
C: -1.763 -1.885 4.194  -0.2552
N: -3.004 -1.287 4.746  -0.0168
C: 0.162 -3.476 2.008  -0.2996
N: 0.335 -4.442 2.889  -0.2140
S: 1.746 -5.196 2.490  1.0149
N: 2.175 -4.277 1.213  -0.2193
C: 1.246 -3.352 1.022  -0.2505
H: 3.730 3.955 2.190  0.0700
H: 5.338 4.797 1.937  0.0746
H: 4.030 4.910 0.731  0.0794
H: 6.063 2.639 1.142  0.1404
H: 4.157 3.375 -0.823  0.0785
H: 3.776 1.760 2.212  0.1231
H: 3.087 2.119 0.623  0.1062
H: 4.628 -0.063 1.507  0.1009
H: 3.072 0.358 -0.896  0.1254
H: 2.428 0.006 0.784  0.1119
H: 4.324 -1.803 -0.876  0.1402
H: 3.692 -2.216 0.738  0.1191
H: -0.837 1.580 -0.897  0.1624
H: -2.612 -0.529 1.873  0.0978
H: -1.780 0.372 0.622  0.0727
H: -4.084 -1.662 0.463  0.1085
H: -2.870 -1.803 -0.812  0.1078
H: -5.069 -0.199 -0.986  0.1072
H: -3.623 0.103 -1.949  0.1096
H: -3.789 2.051 -1.099  0.1045
H: -5.769 1.037 0.631  0.1329
H: -5.568 2.604 -0.152  0.1220
H: -2.740 1.677 2.120  0.0874
H: -2.402 2.807 4.321  0.0988
H: -4.149 4.346 5.266  0.1028
H: -6.243 4.678 4.001  0.1153
H: -6.795 4.492 1.299  0.1113
H: -3.045 -2.366 2.457  0.0952
H: -2.107 -3.756 3.188  0.1086
H: -1.276 -2.506 4.970  0.1084
H: -1.069 -1.049 3.969  0.1151
H: -3.414 -1.910 5.438  0.0633
H: -2.805 -0.411 5.220  0.0558
O: 4.555 -2.944 -4.979  -0.2722
S: 3.956 -2.496 -6.199  0.5722
O: 4.381 -1.286 -6.834  -0.2765
O: 2.371 -2.458 -6.014  -0.2628
C: 1.830 -1.672 -4.936  -0.2540
C: 1.909 -0.183 -5.215  -0.0704
C: 4.013 -3.797 -7.387  -0.1246
H: 2.328 -1.927 -3.998  0.1067
H: 0.785 -1.964 -4.835  0.1226
H: 2.944 0.157 -5.261  0.0732
H: 1.406 0.381 -4.430  0.0642
H: 1.448 0.053 -6.176  0.0854
H: 3.660 -4.716 -6.924  0.0736
H: 5.049 -3.906 -7.701  0.0757
H: 3.393 -3.524 -8.237  0.0737



Values of E, in order: -4067.50048, -3012.50388, all in Eh.